A | The following is a DFT calculation (ωB97M-V/def2-TZVPD) of the molecule C3H7NO2.

For the lowest unoccupied orbital energy, the calculation gives 0.034 hartree. The SMILES is N[C@@]1(O)CCO1. For the molecular weight, the calculation gives 89.1 g/mol. The HOMO energy is -0.3613 hartree.

Atoms and positions in Å:
N (-1.6553, -0.8537, -0.4095)
C (-0.3677, -0.2873, -0.5576)
O (0.0270, -0.5004, -1.8765)
C (-0.1911, 1.1375, -0.0052)
C (1.0171, 0.5623, 0.7359)
O (0.6741, -0.7760, 0.3289)
H (-1.9451, -0.8327, 0.5614)
H (-1.6596, -1.8120, -0.7442)
H (0.9772, -0.6733, -1.8371)
H (-1.0140, 1.4406, 0.6458)
H (-0.0173, 1.8995, -0.7655)
H (1.9935, 0.8680, 0.3392)
H (1.0245, 0.6655, 1.8260)

For each atom in turn, the Mulliken charge in e is:
1 N -0.641
2 C 0.941
3 O -0.552
4 C -0.706
5 C -0.336
6 O -0.494
7 H 0.240
8 H 0.248
9 H 0.339
10 H 0.242
11 H 0.231
12 H 0.235
13 H 0.253

---

B | The following is a DFT calculation (ωB97M-V/def2-TZVPD) of a cluster of 2 separate species, C3H7NO2 in total.

For the lowest unoccupied orbital energy, the calculation gives 0.031 hartree. The SMILES is [H]/N=C1\O[C@@H]1OC.[H][H]. For the molecular weight, the calculation gives 89.1 g/mol. The HOMO energy is -0.3782 hartree.

Atoms and positions in Å:
H (2.9174, 1.3961, -0.5915)
N (2.2840, 0.6097, -0.6951)
C (1.1319, 0.8915, -0.3026)
O (0.4209, 1.8635, 0.2060)
C (-0.1955, 0.3475, -0.1747)
O (-0.5199, -0.3932, 0.8820)
C (-1.8631, -0.4125, 1.2414)
H (-0.9330, 0.4423, -0.9729)
H (-2.4740, -0.7479, 0.4263)
H (-2.1939, 0.5686, 1.5150)
H (-2.0491, -1.0656, 2.0665)
H (1.5354, -2.0565, -1.9244)
H (1.9388, -1.4435, -1.6759)

For each atom in turn, the Mulliken charge in e is:
1 H 0.248
2 N -0.659
3 C 0.713
4 O -0.461
5 C -0.113
6 O -0.288
7 C -0.743
8 H 0.392
9 H 0.335
10 H 0.336
11 H 0.258
12 H 0.186
13 H -0.203

---

C | The following is a DFT calculation (ωB97M-V/def2-TZVPD) of a cluster of 3 separate species, C3H7NO2 in total.

For the lowest unoccupied orbital energy (alpha / beta), the calculation gives 0.010 / -0.019 hartree. For the molecular weight, the calculation gives 89.1 g/mol. The HOMO energy (alpha / beta) is -0.3270 / -0.2550 hartree.

Atoms and positions in Å:
C (-0.4432, -0.3234, 1.6243)
N (-0.7362, 0.9671, -0.1704)
C (-0.1093, -0.0393, -0.5826)
C (0.4164, -1.1089, -1.1146)
O (0.1142, 1.7759, -1.9883)
O (0.7624, -0.0774, 2.1684)
H (-0.6602, 1.8749, -2.5581)
H (1.4371, -0.6590, 1.7931)
H (-0.1354, 1.7487, 0.0949)
H (-1.2246, 0.2783, 2.0631)
H (-0.7028, -1.3462, 1.3667)
H (0.6843, -1.0855, -2.1606)
H (0.5972, -2.0054, -0.5359)

For each atom in turn, the Mulliken charge in e is:
1 C -0.605
2 N -0.478
3 C 0.886
4 C -0.867
5 O -0.776
6 O -0.429
7 H 0.251
8 H 0.394
9 H 0.331
10 H 0.332
11 H 0.400
12 H 0.299
13 H 0.262

---

D | The following is a DFT calculation (ωB97M-V/def2-TZVPD) of the molecule C3H7NO2.

For the lowest unoccupied orbital energy, the calculation gives 0.031 hartree. The SMILES is C[C@H](O)/C=N/O. For the molecular weight, the calculation gives 89.1 g/mol. The HOMO energy is -0.3680 hartree.

Atoms and positions in Å:
C (-0.3839, -0.3883, -1.7274)
C (-0.0839, -0.6910, -0.2710)
O (-1.2156, -1.3406, 0.3011)
C (0.2110, 0.4973, 0.5733)
N (1.2721, 0.4653, 1.2906)
O (1.5128, 1.5064, 2.1340)
H (-0.7087, -1.2836, -2.2248)
H (0.4790, 0.1330, -2.1891)
H (-1.2121, 0.3031, -1.6937)
H (0.8080, -1.3544, -0.1620)
H (-1.0465, -1.4852, 1.2875)
H (-0.5160, 1.3335, 0.6961)
H (0.8839, 2.3044, 1.9854)

For each atom in turn, the Mulliken charge in e is:
1 C -1.250
2 C 0.617
3 O -0.567
4 C -0.442
5 N -0.132
6 O -0.337
7 H 0.329
8 H 0.340
9 H 0.335
10 H 0.168
11 H 0.349
12 H 0.260
13 H 0.330

---

Most favorable structure: A. The second most favorable one is 159.3 kJ/mol above it.

---

A | The following is a DFT calculation (ωB97M-V/def2-TZVPD) of a cluster of 2 separate species, C3H4BrN in total.

For the lowest unoccupied orbital energy (alpha / beta), the calculation gives -0.021 / -0.031 hartree. For the molecular weight, the calculation gives 134.0 g/mol. The HOMO energy (alpha / beta) is -0.3533 / -0.2983 hartree.

Atoms and positions in Å:
C (-1.2305, -0.9463, 0.0347)
C (-0.0153, -1.2803, -0.5974)
C (1.1411, -1.0391, -0.8017)
N (0.0067, 1.4573, 0.2088)
Br (2.9948, -1.2699, -0.3981)
H (-0.9164, -0.6046, 0.9887)
H (-2.2532, -0.8306, -0.4262)
H (0.1087, 2.0837, 1.2656)
H (0.1641, 2.4299, -0.2744)

For each atom in turn, the Mulliken charge in e is:
1 C -0.713
2 C 0.324
3 C -0.167
4 N -0.491
5 Br -0.058
6 H 0.340
7 H 0.293
8 H 0.250
9 H 0.222

---

B | The following is a DFT calculation (ωB97M-V/def2-TZVPD) of the molecule C3H4BrN.

For the lowest unoccupied orbital energy, the calculation gives 0.014 hartree. The SMILES is C[C@@H](Br)C#N. For the molecular weight, the calculation gives 134.0 g/mol. The HOMO energy is -0.3941 hartree.

Atoms and positions in Å:
C (-0.9865, 0.4497, -0.4132)
C (0.2323, -0.4340, 0.3283)
Br (0.5476, -2.2008, -0.5342)
C (1.5149, 0.1843, 0.5051)
N (2.4571, 0.8319, 0.4847)
H (-0.8534, 1.3817, 0.2147)
H (-1.8971, -0.2366, -0.3674)
H (-0.7810, 0.6786, -1.4671)
H (-0.2341, -0.6548, 1.2490)

For each atom in turn, the Mulliken charge in e is:
1 C -0.931
2 C -0.128
3 Br -0.111
4 C 0.265
5 N -0.345
6 H 0.322
7 H 0.321
8 H 0.301
9 H 0.307

---

Most favorable structure: B. The second most favorable one is 612.6 kJ/mol above it.

---

A | The following is a DFT calculation (ωB97M-V/def2-TZVPD) of a cluster of 3 separate species, C7H16O2 in total.

For the lowest unoccupied orbital energy (alpha / beta), the calculation gives 0.029 / 0.027 hartree. For the molecular weight, the calculation gives 132.2 g/mol. The HOMO energy (alpha / beta) is -0.2467 / -0.2322 hartree.

Atoms and positions in Å:
C (2.7529, 0.5597, 0.9018)
C (0.2026, 0.7122, 0.3570)
C (-1.7761, -0.9420, 0.0575)
C (0.5868, -0.5548, 0.5881)
C (0.2579, 1.4036, -0.9554)
C (-1.8277, -1.2453, -1.4077)
C (-2.7900, 0.0314, 0.5829)
O (3.3768, -0.3046, 1.8055)
O (3.2081, 0.4122, -0.4106)
H (4.1726, 0.5419, -0.4460)
H (3.2462, -1.2093, 1.4939)
H (2.8485, 1.5721, 1.2998)
H (-0.1751, 1.2886, 1.1950)
H (-1.6404, -1.8172, 0.6903)
H (0.9808, -1.1690, -0.2108)
H (0.5464, -0.9748, 1.5823)
H (0.6618, 0.7626, -1.7361)
H (-0.7425, 1.7427, -1.2403)
H (0.8905, 2.2913, -0.8775)
H (-1.7843, -0.3332, -2.0122)
H (-2.6347, 0.2586, 1.6412)
H (-1.0069, -1.8946, -1.7248)
H (-2.7641, -1.7555, -1.6931)
H (-2.7704, 0.9778, 0.0307)
H (-3.8199, -0.3542, 0.4886)

For each atom in turn, the Mulliken charge in e is:
1 C -0.118
2 C 0.523
3 C 0.050
4 C -0.961
5 C -1.334
6 C -1.132
7 C -1.175
8 O -0.507
9 O -0.472
10 H 0.281
11 H 0.334
12 H 0.332
13 H 0.278
14 H 0.376
15 H 0.355
16 H 0.278
17 H 0.282
18 H 0.373
19 H 0.399
20 H 0.222
21 H 0.312
22 H 0.299
23 H 0.385
24 H 0.234
25 H 0.388

---

B | The following is a DFT calculation (ωB97M-V/def2-TZVPD) of a cluster of 2 separate species, C7H16O2 in total.

For the lowest unoccupied orbital energy, the calculation gives 0.029 hartree. The SMILES is CC[C@@H](C)CO.C=CO. For the molecular weight, the calculation gives 132.2 g/mol. The HOMO energy is -0.3260 hartree.

Atoms and positions in Å:
C (2.4390, -0.8832, 0.3983)
C (1.2427, -0.0144, 0.7683)
C (0.4279, 0.5272, -0.4167)
C (1.1765, 1.6091, -1.1881)
C (0.0021, -0.5780, -1.3904)
O (-0.7668, -1.6100, -0.8098)
H (3.0619, -0.3834, -0.3393)
H (2.1245, -1.8435, -0.0071)
H (3.0482, -1.0797, 1.2790)
H (0.5847, -0.5647, 1.4442)
H (1.6120, 0.8511, 1.3205)
H (-0.4789, 0.9742, 0.0004)
H (2.0179, 1.1877, -1.7321)
H (1.5512, 2.3724, -0.5186)
H (0.5124, 2.0813, -1.9072)
H (-0.6308, -0.1434, -2.1758)
H (0.8982, -1.0070, -1.8764)
H (-0.2832, -1.9411, -0.0433)
C (-2.2274, -0.3713, 1.8658)
C (-2.8499, -0.0076, 0.7575)
O (-2.8329, 1.2760, 0.2948)
H (-2.2810, -1.3863, 2.2122)
H (-1.6753, 0.3364, 2.4588)
H (-3.3953, -0.7266, 0.1602)
H (-3.2777, 1.3249, -0.5552)

For each atom in turn, the Mulliken charge in e is:
1 C -1.240
2 C -0.744
3 C 1.315
4 C -1.801
5 C -1.029
6 O -0.501
7 H 0.281
8 H 0.291
9 H 0.402
10 H 0.296
11 H 0.453
12 H -0.038
13 H 0.373
14 H 0.404
15 H 0.436
16 H 0.395
17 H 0.327
18 H 0.366
19 C -0.811
20 C 0.108
21 O -0.491
22 H 0.314
23 H 0.294
24 H 0.245
25 H 0.353

---

C | The following is a DFT calculation (ωB97M-V/def2-TZVPD) of a cluster of 2 separate species, C7H16O2 in total.

For the lowest unoccupied orbital energy, the calculation gives 0.024 hartree. The SMILES is CC(=O)O.CCCCC. For the molecular weight, the calculation gives 132.2 g/mol. The HOMO energy is -0.3859 hartree.

Atoms and positions in Å:
C (1.5811, -1.5945, -0.7008)
C (2.3463, -0.4543, -0.1328)
O (2.0366, 0.6866, -0.4075)
O (3.2739, -0.7612, 0.7701)
H (0.8031, -1.1113, -1.2946)
H (2.3641, -2.3226, -1.1287)
H (1.0842, -2.0486, 0.2136)
H (3.7467, 0.0538, 1.0599)
C (-3.6457, -1.2727, -0.1113)
C (-2.4980, -0.6064, 0.5590)
C (-1.7989, 0.4669, -0.2627)
C (-0.6413, 1.1593, 0.4895)
C (-0.1757, 2.3937, -0.2444)
H (-4.4811, -0.5204, -0.2761)
H (-3.4342, -1.5719, -1.1357)
H (-3.9752, -2.1314, 0.4684)
H (-1.7647, -1.3992, 0.9150)
H (-2.8211, -0.1751, 1.5344)
H (-1.4956, 0.0231, -1.1777)
H (-2.6333, 1.2170, -0.4185)
H (0.2862, 0.5448, 0.6170)
H (-0.9654, 1.3961, 1.5170)
H (-0.9932, 3.1263, -0.3194)
H (0.6643, 2.8190, 0.2495)
H (0.1249, 2.1453, -1.3035)

For each atom in turn, the Mulliken charge in e is:
1 C -0.724
2 C 0.659
3 O -0.546
4 O -0.483
5 H 0.192
6 H 0.350
7 H 0.225
8 H 0.361
9 C -1.259
10 C -0.220
11 C -0.612
12 C -0.061
13 C -1.364
14 H 0.275
15 H 0.325
16 H 0.366
17 H 0.201
18 H 0.272
19 H 0.338
20 H 0.293
21 H -0.035
22 H 0.406
23 H 0.416
24 H 0.397
25 H 0.230

---

D | The following is a DFT calculation (ωB97M-V/def2-TZVPD) of a cluster of 2 separate species, C7H16O2 in total.

For the lowest unoccupied orbital energy, the calculation gives 0.019 hartree. The SMILES is CC(=O)O.CCCCC. For the molecular weight, the calculation gives 132.2 g/mol. The HOMO energy is -0.3728 hartree.

Atoms and positions in Å:
C (0.0908, 1.4061, -1.8054)
C (-0.6509, 0.2366, -2.2888)
O (-1.9238, -0.0081, -2.3515)
O (0.1783, -0.6385, -2.7508)
H (-0.2335, 2.2053, -0.8254)
H (1.2466, 1.1566, -1.5228)
H (0.1219, 2.0118, -2.7351)
H (-0.5327, -1.2073, -3.3978)
C (-0.3476, -2.7774, 0.2333)
C (0.6428, -1.4512, 0.2574)
C (-0.2260, -0.2552, 0.9880)
C (0.7149, 0.7896, 1.4864)
C (-0.0685, 2.0492, 2.2991)
H (-1.1200, -2.7642, 1.1688)
H (-1.0802, -2.5089, -0.5310)
H (-0.0303, -3.8328, -0.1312)
H (0.7993, -1.2683, -0.9609)
H (1.7363, -1.5967, 0.7269)
H (-0.7625, 0.2947, 0.2532)
H (-0.6688, -0.5694, 2.0825)
H (1.0765, 1.5311, 0.7072)
H (1.6687, 0.3975, 1.9281)
H (-0.1406, 1.5774, 3.3532)
H (0.7052, 3.0357, 2.0557)
H (-1.1957, 2.1863, 1.7612)

For each atom in turn, the Mulliken charge in e is:
1 C -0.772
2 C 0.676
3 O -0.679
4 O -0.485
5 H 0.207
6 H 0.258
7 H 0.368
8 H 0.411
9 C -0.999
10 C -0.239
11 C -0.087
12 C -0.672
13 C -0.825
14 H 0.257
15 H 0.261
16 H 0.302
17 H 0.107
18 H 0.373
19 H 0.014
20 H 0.330
21 H 0.000
22 H 0.398
23 H 0.331
24 H 0.266
25 H 0.201

---

Most favorable structure: C. The second most favorable one is 83.5 kJ/mol above it.